# 1
DFT (the ωB97M-V functional and the def2-TZVPD basis) results for an isolated ion of composition CClF2O2S and charge -1 at a distorted geometry.

```
! wB97M-V def2-TZVPD RIJCOSX def2/J DEFGRID3
* xyz -1 1
Cl -0.492 -1.063 1.393
S -0.599 0.607 -1.100
F 1.247 0.813 1.108
F 1.814 -0.900 0.101
O -1.540 1.349 -0.240
O -1.108 -0.639 -1.600
C 0.679 -0.166 0.339
*
```

LUMO energy: 3.86 eV
ΔE to the lowest compared entry with this formula, charge and spin: 47.73 kJ/mol
HOMO: -4.05 eV



# 2
DFT (the ωB97M-V functional and the def2-TZVPD basis) results for a 2-piece molecular cluster, CClF2O2S overall at a distorted geometry.

```
! wB97M-V def2-TZVPD RIJCOSX def2/J DEFGRID3
* xyz -1 3
Cl -1.376 -0.278 -2.098
S 1.686 -0.559 0.636
F -1.388 1.312 -0.106
F -1.945 -0.709 0.299
O 2.470 0.188 -0.296
O 1.523 -0.008 1.940
C -0.970 0.054 -0.376
*
```

LUMO energy (alpha / beta): 3.33 / 1.67 eV
ΔE to the lowest compared entry with this formula, charge and spin: 0.00 kJ/mol
<S²>: 2.0072
HOMO (alpha / beta): -1.13 / -4.83 eV



# 3
DFT (the ωB97M-V functional and the def2-TZVPD basis) results for CClF3NO2S as an isolated structure at a distorted geometry.

```
! wB97M-V def2-TZVPD RIJCOSX def2/J DEFGRID3
* xyz -1 1
Cl 2.473 -0.405 -0.931
S -0.214 -0.117 -0.866
F 0.727 0.331 1.701
F -0.880 -1.088 1.520
F -1.289 1.023 1.363
O -1.460 -0.762 -1.190
O 0.099 2.065 -1.562
N 0.953 -1.123 -1.077
C -0.410 0.075 1.043
*
```

LUMO energy (alpha / beta): 3.16 / 3.03 eV
ΔE to the lowest compared entry with this formula, charge and spin: 441.68 kJ/mol
HOMO (alpha / beta): -5.00 / -5.01 eV



# 4
DFT (the ωB97M-V functional and the def2-TZVPD basis) results for one molecule with the formula CClF3O2S at a distorted geometry.

```
! wB97M-V def2-TZVPD RIJCOSX def2/J DEFGRID3
* xyz 0 1
Cl -2.352 1.425 0.028
S -1.302 -0.008 1.053
F 1.605 0.377 -0.010
F -0.051 0.398 -1.487
F 0.390 -1.467 -0.446
O -1.733 -1.318 0.715
O 1.648 1.625 0.815
C 0.279 -0.158 -0.388
*
```

LUMO energy: -0.71 eV
ΔE to the lowest compared entry with this formula, charge and spin: 689.33 kJ/mol
HOMO: -10.55 eV



# 5
DFT (the ωB97M-V functional and the def2-TZVPD basis) results for one molecule with the formula CClIOS at a distorted geometry.

```
! wB97M-V def2-TZVPD RIJCOSX def2/J DEFGRID3
* xyz 0 3
I 1.957 -1.857 -0.033
Cl -1.872 1.214 -1.129
S -0.526 -0.260 -1.601
O 0.158 0.332 1.121
C 0.446 -0.378 0.248
*
```

LUMO energy (alpha / beta): -1.18 / -3.27 eV
ΔE to the lowest compared entry with this formula, charge and spin: 145.15 kJ/mol
<S²>: 2.0097
HOMO (alpha / beta): -6.58 / -10.02 eV



# 6
DFT (the ωB97M-V functional and the def2-TZVPD basis) results for a 2-piece molecular cluster, CClN3S overall at a distorted geometry.

```
! wB97M-V def2-TZVPD RIJCOSX def2/J DEFGRID3
* xyz 0 1
Cl 1.341 1.682 0.082
S -2.589 -0.004 0.049
N 1.398 -1.953 0.452
N 1.130 -1.344 -0.424
N -1.168 0.584 0.067
C -0.111 1.036 -0.226
*
```

LUMO energy: -0.24 eV
ΔE to the lowest compared entry with this formula, charge and spin: 34.94 kJ/mol
HOMO: -8.57 eV
structure (SMILES): [S-][N+]#CCl.N#N



# 7
DFT (the ωB97M-V functional and the def2-TZVPD basis) results for an isolated ion of composition CClN4 and charge -1 at a distorted geometry.

```
! wB97M-V def2-TZVPD RIJCOSX def2/J DEFGRID3
* xyz -1 1
Cl 0.832 -2.247 -0.141
N -0.586 0.053 1.151
N -0.205 1.389 -0.532
N -0.717 1.195 0.647
N 0.393 0.270 -0.997
C 0.284 -0.659 -0.129
*
```

LUMO energy: 3.63 eV
ΔE to the lowest compared entry with this formula, charge and spin: 143.26 kJ/mol
HOMO: -3.87 eV



# 8
DFT (the ωB97M-V functional and the def2-TZVPD basis) results for a 2-piece molecular cluster, CClN5O2 overall at a distorted geometry.

```
! wB97M-V def2-TZVPD RIJCOSX def2/J DEFGRID3
* xyz 0 1
Cl 2.407 -1.623 -0.307
O -0.926 1.759 -0.736
O 1.180 1.795 -0.258
N -0.030 0.296 0.638
N -1.051 -0.144 1.065
N 0.499 -0.696 -2.101
N 0.051 1.354 -0.233
N -1.879 -0.717 1.525
C 1.377 -0.959 -1.409
*
```

LUMO energy: -0.39 eV
ΔE to the lowest compared entry with this formula, charge and spin: 39.78 kJ/mol
HOMO: -11.38 eV



Which of these has the highest ΔE to the lowest compared entry with this formula, charge and spin? CClF3O2S